The following is a DFT calculation (ωB97M-V with the def2-TZVPD basis set) of a 11-piece molecular cluster, C43H88N2O15S2 overall in a non-equilibrium geometry.

Geometry as XYZ:
```
150
Properties=species:S:1:pos:R:3
C 10.490 -0.540 1.876
C 9.705 0.395 1.753
C 9.065 1.829 1.533
C 7.533 1.631 1.071
C 7.577 1.396 -0.505
C 6.174 1.178 -1.180
C 5.808 1.972 -2.267
O 6.655 2.961 -2.781
C 6.025 4.265 -2.834
C 5.630 4.858 -1.393
C 4.050 4.798 -1.196
C 3.441 6.058 -0.403
C 4.380 1.612 -2.889
O 3.559 2.436 -3.255
C 4.082 0.046 -2.947
C 3.405 -0.501 -4.263
O 4.483 -0.759 -5.216
O 4.985 0.414 -5.700
C 4.444 -0.748 -1.860
C 4.200 -2.303 -1.824
C 2.673 -2.746 -1.827
C 2.071 -2.984 -0.361
S 0.222 -3.062 -0.574
C -0.535 -1.613 0.246
S 0.013 -1.212 1.764
N -1.604 -0.817 -0.337
C -1.569 0.234 -1.292
C -2.946 0.776 -1.543
N -3.817 0.001 -0.695
C -3.007 -0.886 -0.030
C 5.163 0.053 -0.682
O 4.931 -0.152 0.501
H 11.320 -1.294 1.793
H 9.671 2.400 0.754
H 9.129 2.385 2.517
H 7.006 2.615 1.246
H 7.064 0.747 1.586
H 8.206 2.203 -0.996
H 8.167 0.426 -0.662
H 5.167 4.329 -3.584
H 6.817 4.977 -3.247
H 6.228 4.332 -0.593
H 5.935 5.959 -1.412
H 3.565 4.822 -2.227
H 3.799 3.859 -0.618
H 4.228 6.808 -0.105
H 2.820 5.673 0.466
H 2.699 6.587 -1.088
H 2.867 -1.482 -4.150
H 2.722 0.326 -4.646
H 5.822 0.620 -5.215
H 4.724 -2.716 -0.910
H 4.726 -2.751 -2.733
H 2.588 -3.697 -2.445
H 2.048 -1.912 -2.284
H 2.353 -2.062 0.242
H 2.509 -3.930 0.069
H -0.658 0.646 -1.799
H -3.211 1.597 -2.259
H -3.544 -1.548 0.698
C -5.752 -4.744 -1.602
C -4.428 -4.953 -0.893
O -3.427 -4.118 -1.467
H -5.656 -4.970 -2.667
H -6.529 -5.382 -1.176
H -6.071 -3.701 -1.525
H -4.102 -5.990 -0.991
H -4.513 -4.717 0.171
H -3.719 -3.201 -1.370
C -0.802 8.523 -0.986
C 0.430 8.399 -0.112
O 1.563 8.933 -0.786
H -0.657 7.993 -1.931
H -1.681 8.112 -0.483
H -0.996 9.570 -1.234
H 0.634 7.351 0.116
H 0.297 8.937 0.832
H 1.378 9.863 -0.975
C 6.139 -5.938 1.429
C 5.287 -6.209 0.204
O 5.247 -5.058 -0.635
H 5.741 -5.091 1.992
H 6.172 -6.812 2.082
H 7.161 -5.677 1.139
H 4.263 -6.448 0.496
H 5.687 -7.050 -0.371
H 6.154 -4.857 -0.898
C -3.566 -4.311 4.203
C -4.456 -4.581 3.007
O -4.515 -3.432 2.167
H -3.942 -3.460 4.776
H -3.517 -5.183 4.858
H -2.554 -4.057 3.883
H -5.472 -4.814 3.330
H -4.077 -5.426 2.422
H -3.614 -3.237 1.876
C -7.244 -0.466 4.524
C -6.960 -1.910 4.161
O -7.400 -2.775 5.205
H -6.739 -0.199 5.456
H -6.906 0.208 3.734
H -8.314 -0.311 4.686
H -5.890 -2.067 4.022
H -7.472 -2.189 3.235
H -8.349 -2.639 5.316
C -8.336 -7.076 -4.759
C -8.737 -7.585 -3.388
O -9.031 -6.494 -2.522
H -7.463 -6.424 -4.685
H -8.101 -7.905 -5.430
H -9.141 -6.483 -5.202
H -7.923 -8.158 -2.940
H -9.619 -8.230 -3.454
H -9.757 -5.996 -2.918
C 0.488 -3.128 7.078
C -0.738 -3.077 6.187
O -0.932 -4.330 5.540
H 1.377 -3.376 6.493
H 0.650 -2.169 7.576
H 0.380 -3.905 7.840
H -0.617 -2.316 5.415
H -1.634 -2.840 6.770
H -1.047 -4.998 6.227
C 2.694 -2.599 -8.191
C 4.096 -3.156 -8.339
O 4.995 -2.123 -8.725
H 2.357 -2.153 -9.129
H 1.991 -3.382 -7.899
H 2.671 -1.807 -7.436
H 4.121 -3.930 -9.108
H 4.446 -3.593 -7.398
H 4.974 -1.446 -8.035
C -0.989 11.823 1.427
C 0.006 12.806 0.843
O 0.368 12.413 -0.479
H -0.564 10.817 1.449
H -1.271 12.109 2.443
H -1.892 11.775 0.812
H 0.914 12.835 1.446
H -0.417 13.815 0.806
H -0.438 12.398 -1.010
C -10.722 2.834 5.866
C -11.072 1.359 5.827
O -10.008 0.584 6.370
H -9.806 3.025 5.301
H -11.528 3.439 5.445
H -10.537 3.161 6.893
H -11.234 1.032 4.798
H -11.982 1.159 6.401
H -9.875 0.871 7.282
```

**SMILES**: C#CCCCC1=C(OCCCC)C(=O)C(COO)=C(CCCSC(=S)n2ccnc2)C1=O.CCO.CCO.CCO.CCO.CCO.CCO.CCO.CCO.CCO.CCO
**F_max**: 5.51 eV Å⁻¹
**Highest occupied orbital energy**: -8.6 eV

Atomic partial charges in e from the Mulliken method, atoms 1 to 4: number 1, C, carries -0.004; number 2, C, carries -0.594; number 3, C, carries -0.426; number 4, C, carries -0.303